1.
The following is a DFT calculation (wB97M-V/def2-TZVPD) of a structure of composition C31H42AsBN12O4PS2Y.

Geometry (Å):
Y1 -0.095 0.477 -0.324
C1 -4.144 1.364 -0.249
C2 -3.542 0.565 0.858
C3 -4.259 -0.192 1.791
C4 -3.317 -0.622 2.697
N1 -2.125 -0.135 2.324
N2 -2.239 0.564 1.165
B1 -0.794 -0.263 3.120
N3 -0.058 -1.493 2.564
C5 0.375 -2.604 3.174
C6 0.822 -3.477 2.209
C7 0.630 -2.812 0.998
C8 0.976 -3.340 -0.351
N4 0.094 -1.603 1.210
N5 0.061 1.018 2.959
C9 0.559 1.766 3.957
C10 1.326 2.769 3.410
C11 1.254 2.565 2.028
C12 1.869 3.397 0.955
N6 0.495 1.499 1.768
N7 -1.146 -0.366 4.605
C13 -2.049 0.415 5.251
C14 -1.833 0.293 6.598
C15 -0.735 -0.590 6.702
C16 -0.056 -1.088 7.935
N8 -0.321 -0.962 5.504
H1 -5.198 1.106 -0.348
H2 -4.079 2.428 -0.024
H3 -3.645 1.215 -1.204
H4 -5.321 -0.370 1.810
H5 -3.417 -1.216 3.590
H6 0.333 -2.681 4.245
H7 1.233 -4.461 2.352
H8 1.261 -4.388 -0.273
H9 0.143 -3.266 -1.049
H10 1.813 -2.782 -0.766
H11 0.344 1.532 4.986
H12 1.864 3.542 3.929
H13 2.651 4.026 1.379
H14 2.305 2.770 0.177
H15 1.115 4.043 0.500
H16 -2.767 1.008 4.710
H17 -2.386 0.762 7.394
H18 -0.779 -1.497 8.642
H19 0.657 -1.868 7.676
H20 0.482 -0.285 8.440
O1 0.985 1.798 -1.823
N9 0.710 3.003 -2.293
C17 1.540 3.513 -3.231
C18 1.331 4.754 -3.760
C19 0.230 5.495 -3.313
C20 -0.608 4.954 -2.375
C21 -0.384 3.669 -1.844
S1 -1.383 2.923 -0.685
H21 2.349 2.860 -3.513
H22 2.012 5.131 -4.508
H23 0.037 6.482 -3.709
H24 -1.473 5.490 -2.012
N10 0.717 -0.870 -2.182
C22 1.120 -1.526 -3.047
C23 1.628 -2.345 -4.047
C24 2.792 -1.916 -4.722
N11 3.760 -1.520 -5.214
C25 1.038 -3.609 -4.277
N12 0.547 -4.636 -4.469
C26 5.984 0.130 -0.499
As1 4.224 -0.337 -1.124
C27 4.417 -2.156 -1.724
C28 3.959 0.741 -2.694
S2 2.838 -0.047 0.429
H25 6.714 -0.026 -1.294
H26 6.227 -0.490 0.361
H27 5.976 1.175 -0.195
H28 5.209 -2.203 -2.471
H29 3.489 -2.505 -2.168
H30 4.666 -2.770 -0.860
H31 4.617 0.389 -3.486
H32 4.176 1.775 -2.430
H33 2.919 0.653 -2.996
C29 -5.205 -0.577 -2.925
O2 -4.019 -1.347 -3.099
P1 -2.548 -0.645 -3.050
O3 -2.084 -0.871 -1.478
C30 -2.526 -2.076 -0.796
O4 -1.749 -1.900 -3.684
C31 -1.997 -2.205 -5.064
H34 -5.980 -1.026 -3.542
H35 -5.057 0.461 -3.230
H36 -5.519 -0.599 -1.882
H37 -2.108 -2.046 0.205
H38 -2.167 -2.953 -1.333
H39 -3.611 -2.089 -0.746
H40 -1.300 -2.988 -5.342
H41 -1.831 -1.323 -5.689
H42 -3.020 -2.557 -5.194

Forces on atoms 1 to 2 (eV/Å):
Y -0.032 -0.078 -0.055
C -0.012 -0.004 -0.024

Output
net charge: 0
energy relative to the best compared isomer or geometry (same formula, charge and spin): 0.0 kcal per mole
orbital gap: 0.303 hartree
highest occupied orbital energy: -7.95 eV

***

2.
The following is a DFT calculation (wB97M-V/def2-TZVPD) of a structure of composition C31H42AuN3OP in a non-equilibrium geometry.

Geometry (Å):
Au1 1.165 -0.460 0.192
N1 1.845 1.726 0.154
N2 0.128 1.208 -2.108
C1 -1.077 -2.298 0.795
C2 -2.058 -1.302 0.852
C3 -1.623 -0.277 1.748
C4 -2.366 0.955 2.066
H1 -3.235 1.092 1.403
H2 -1.705 1.835 1.966
H3 -2.739 0.938 3.104
C5 -0.353 -0.614 2.253
C6 0.394 0.178 3.244
H4 -0.100 0.225 4.229
H5 0.470 1.213 2.875
H6 1.397 -0.229 3.378
C7 0.082 -1.856 1.588
C8 1.041 -2.802 2.223
H7 1.927 -2.272 2.589
H8 1.349 -3.576 1.511
H9 0.577 -3.319 3.078
C9 -3.394 -1.346 0.200
H10 -4.152 -0.946 0.885
H11 -3.687 -2.368 -0.075
H12 -3.419 -0.728 -0.710
C10 -1.218 -3.638 0.179
H13 -0.271 -3.978 -0.270
H14 -1.986 -3.608 -0.604
H15 -1.549 -4.403 0.907
C11 2.980 2.065 0.780
H16 3.430 1.302 1.420
C12 3.581 3.332 0.681
H17 4.504 3.551 1.220
C13 3.016 4.262 -0.197
H18 3.512 5.199 -0.424
C14 1.777 3.999 -0.760
H19 1.243 4.679 -1.451
C15 1.196 2.695 -0.575
C16 0.067 2.346 -1.346
H20 -0.743 3.020 -1.660
C17 0.759 0.005 -1.767
C18 -0.290 1.167 -3.437
H21 -0.760 2.029 -3.887
C19 -0.036 -0.040 -3.895
H22 -0.251 -0.436 -4.862
N3 0.380 -0.816 -2.802
C20 0.198 -2.228 -2.792
C21 -1.053 -2.729 -3.237
C22 -1.219 -4.103 -3.438
H23 -2.162 -4.483 -3.866
C23 -0.194 -5.015 -3.168
C24 -0.405 -6.487 -3.376
H24 -0.315 -7.051 -2.436
H25 0.331 -6.891 -4.083
H26 -1.407 -6.651 -3.783
C25 1.034 -4.511 -2.726
H27 1.896 -5.184 -2.602
C26 1.244 -3.133 -2.526
C27 2.615 -2.636 -2.195
H28 3.112 -2.202 -3.080
H29 3.215 -3.500 -1.875
H30 2.617 -1.892 -1.375
C28 -2.216 -1.837 -3.519
H31 -2.010 -1.141 -4.339
H32 -2.554 -1.270 -2.641
H33 -3.059 -2.453 -3.855
C29 0.045 5.894 1.998
P1 -0.005 4.386 2.988
C30 1.489 4.382 3.995
C31 -1.406 4.520 4.120
O1 -0.074 3.170 2.104
H34 0.970 5.914 1.414
H35 0.005 6.771 2.650
H36 -0.809 5.899 1.314
H37 1.412 5.128 4.794
H38 2.356 4.610 3.362
H39 1.630 3.388 4.435
H40 -1.465 3.616 4.739
H41 -2.334 4.612 3.542
H42 -1.289 5.399 4.764

Forces on atoms 1 to 2 (eV/Å):
Au -0.815 -0.674 0.478
N -1.227 0.220 -0.581

Output
net charge: -1
⟨S²⟩: 2.024
orbital gap (spin up / spin down): 0.113 / 0.190 hartree
multiplicity: 3
highest occupied orbital energy (spin up / spin down): -0.36 / -2.48 eV

***

3.
The following is a DFT calculation (wB97M-V/def2-TZVPD) of a structure of composition C31H42BrN2O9P2Re in a non-equilibrium geometry.

Geometry (Å):
Re1 -0.270 -0.037 -0.175
C1 -1.652 -1.906 -0.231
C2 -2.371 -0.760 -0.711
C3 -1.724 -0.335 -1.946
C4 -0.582 -1.187 -2.088
C5 -0.563 -2.192 -1.070
C6 0.327 -3.413 -0.979
C7 1.444 -3.340 -2.023
C8 -0.550 -4.639 -1.271
C9 0.921 -3.539 0.434
C10 -2.097 0.632 -3.094
C11 -3.603 0.815 -3.302
C12 -1.561 0.042 -4.414
C13 -1.450 2.009 -2.902
C14 -3.602 -0.241 0.052
C15 -3.661 -0.872 1.453
C16 -3.557 1.286 0.247
C17 -4.894 -0.690 -0.660
H1 -1.934 -2.494 0.629
H2 0.064 -1.202 -2.949
H3 1.041 -3.382 -3.039
H4 2.123 -4.186 -1.900
H5 2.023 -2.416 -1.925
H6 -1.004 -4.569 -2.264
H7 -1.348 -4.739 -0.533
H8 0.059 -5.546 -1.238
H9 1.387 -2.605 0.753
H10 1.670 -4.335 0.459
H11 0.149 -3.781 1.170
H12 -4.094 -0.142 -3.493
H13 -3.753 1.446 -4.181
H14 -4.097 1.306 -2.468
H15 -1.865 -1.000 -4.537
H16 -0.472 0.103 -4.482
H17 -1.968 0.614 -5.249
H18 -1.887 2.528 -2.044
H19 -1.621 2.622 -3.792
H20 -0.375 1.923 -2.737
H21 -2.733 -0.752 2.005
H22 -3.907 -1.936 1.408
H23 -4.454 -0.381 2.021
H24 -2.764 1.546 0.953
H25 -4.508 1.630 0.664
H26 -3.375 1.825 -0.683
H27 -4.806 -1.728 -0.995
H28 -5.149 -0.074 -1.516
H29 -5.725 -0.639 0.047
O1 -1.519 1.146 3.916
P1 -0.395 0.266 3.236
O2 -0.314 -1.106 3.703
O3 -0.510 0.536 1.720
O4 0.995 1.124 3.606
P2 1.336 2.447 2.779
O5 2.583 3.038 3.551
O6 0.245 3.415 2.626
O7 1.941 1.844 1.442
H30 -1.480 2.071 3.596
H31 2.923 2.476 4.265
C18 3.704 -0.801 -0.698
O8 2.613 0.132 -0.585
C19 2.930 1.423 -0.536
C20 4.137 1.968 -0.785
C21 4.284 3.372 -0.641
Br1 5.976 4.116 -0.927
C22 3.218 4.215 -0.358
C23 1.950 3.714 -0.151
C24 1.759 2.220 0.014
O9 0.568 1.794 -0.498
C25 0.813 4.585 -0.040
N1 -0.465 4.214 -0.071
C26 -1.296 5.311 0.076
C27 -2.679 5.435 0.109
C28 -3.184 6.712 0.244
C29 -2.341 7.830 0.340
C30 -0.966 7.706 0.304
C31 -0.463 6.419 0.171
N2 0.837 5.926 0.091
H32 4.449 -0.591 0.068
H33 4.154 -0.740 -1.688
H34 3.283 -1.786 -0.543
H35 4.990 1.377 -1.089
H36 3.395 5.283 -0.366
H37 -0.699 3.228 -0.103
H38 -3.323 4.565 0.044
H39 -4.255 6.857 0.279
H40 -2.781 8.814 0.448
H41 -0.313 8.567 0.380
H42 1.671 6.479 0.179

Forces on atoms 1 to 2 (eV/Å):
Re -1.239 -0.780 -0.832
C -0.103 0.174 0.042

Output
net charge: +1
energy relative to the best compared isomer or geometry (same formula, charge and spin): 61.4 kcal per mole
⟨S²⟩: 3.799
orbital gap (spin up / spin down): 0.281 / 0.216 hartree
multiplicity: 4
highest occupied orbital energy (spin up / spin down): -10.31 / -10.53 eV

***

4.
The following is a DFT calculation (wB97M-V/def2-TZVPD) of a structure of composition C31H42BrN3P2Pt in a non-equilibrium geometry.

Geometry (Å):
C1 -0.163 4.978 -5.095
C2 -0.258 3.631 -5.514
C3 -0.566 3.335 -6.855
C4 -0.679 4.408 -7.737
N1 -0.529 5.661 -7.343
C5 -0.276 5.961 -6.077
C6 -0.183 2.576 -4.534
C7 -0.528 2.235 -3.310
C8 -1.039 2.401 -1.971
C9 -0.164 2.610 -0.902
C10 -0.495 2.110 0.361
C11 -1.561 1.198 0.427
C12 -2.614 1.367 -0.477
C13 -2.300 1.827 -1.745
Pt1 0.268 0.648 -4.195
P1 1.992 -0.593 -2.672
H1 -0.764 2.316 -7.185
H2 -0.034 5.233 -4.046
H3 -0.888 4.235 -8.788
H4 -0.155 7.005 -5.809
H5 -2.980 1.684 -2.608
H6 0.851 3.024 -1.106
H7 -3.642 1.077 -0.255
H8 0.069 2.367 1.237
C14 2.297 -2.055 -1.522
C15 3.472 -2.941 -1.879
H9 1.379 -2.651 -1.466
H10 2.415 -1.651 -0.505
H11 3.620 -3.693 -1.094
H12 3.297 -3.477 -2.815
H13 4.410 -2.384 -1.953
C16 2.758 -1.034 -4.318
C17 4.123 -0.424 -4.546
H14 2.052 -0.660 -5.086
H15 2.776 -2.122 -4.412
H16 4.338 -0.410 -5.619
H17 4.165 0.611 -4.200
H18 4.928 -0.983 -4.056
C18 3.062 0.592 -1.680
C19 4.449 0.135 -1.236
H19 2.443 0.785 -0.789
H20 3.112 1.535 -2.241
H21 4.937 0.959 -0.705
H22 4.413 -0.700 -0.529
H23 5.101 -0.136 -2.071
Br1 -0.573 -2.340 0.282
P2 -1.263 -0.986 -3.598
C20 -0.450 -2.668 -3.574
C21 -1.264 -3.939 -3.801
H24 0.026 -2.760 -2.572
H25 0.374 -2.632 -4.294
H26 -0.606 -4.814 -3.946
H27 -1.856 -4.198 -2.919
H28 -1.932 -3.834 -4.661
C22 -2.603 -1.298 -2.271
C23 -3.576 -2.488 -2.318
H29 -3.215 -0.391 -2.205
H30 -2.049 -1.362 -1.314
H31 -4.214 -2.523 -1.414
H32 -4.232 -2.434 -3.201
H33 -3.078 -3.458 -2.332
C24 -2.417 -0.336 -4.951
C25 -2.712 -1.407 -6.001
H34 -1.916 0.548 -5.383
H35 -3.359 -0.008 -4.469
H36 -2.992 -0.920 -6.943
H37 -1.839 -2.054 -6.202
H38 -3.547 -2.022 -5.621
N2 -1.171 1.581 5.971
C26 -0.811 1.124 4.958
C27 -0.564 0.567 3.638
C28 -1.632 0.586 2.794
C29 -1.496 0.090 1.434
N3 -0.219 -0.635 1.188
C30 0.838 -0.509 1.981
C31 0.711 0.076 3.236
H39 -2.578 1.036 3.075
H40 -2.396 -0.485 1.182
H41 1.810 -0.899 1.661
H42 1.576 0.112 3.905

Forces on atoms 1 to 2 (eV/Å):
C 0.141 -2.385 1.012
C -0.310 -0.314 -0.692

Output
net charge: +4
energy relative to the best compared isomer or geometry (same formula, charge and spin): 88.2 kcal per mole
⟨S²⟩: 6.064
orbital gap (spin up / spin down): 0.238 / 0.167 hartree
multiplicity: 5
highest occupied orbital energy (spin up / spin down): -18.77 / -19.98 eV

***

5.
The following is a DFT calculation (wB97M-V/def2-TZVPD) of a structure of composition C31H42ClNP2Rh in a non-equilibrium geometry.

Geometry (Å):
Rh1 -0.018 -0.219 0.171
C1 -1.823 -3.170 1.710
C2 -0.365 -3.560 1.466
C3 0.459 -3.494 2.751
P1 0.332 -2.502 0.138
C4 2.079 -3.013 -0.115
C5 2.673 -2.199 -1.267
C6 2.240 -4.513 -0.347
C7 -0.584 -2.930 -1.347
C8 -1.012 -4.209 -1.694
C9 -1.863 -4.392 -2.769
C10 -2.310 -3.279 -3.472
C11 -1.883 -2.004 -3.144
C12 -0.982 -1.817 -2.091
N1 -0.571 -0.522 -1.666
C13 -0.459 0.486 -2.651
C14 -0.188 0.217 -3.996
C15 -0.137 1.253 -4.912
C16 -0.345 2.563 -4.508
C17 -0.540 2.837 -3.163
C18 -0.575 1.809 -2.228
P2 -0.562 2.044 -0.422
C19 -2.310 2.427 0.030
C20 -3.250 1.346 -0.501
C21 -2.444 2.562 1.545
C22 0.412 3.640 -0.313
C23 -0.456 4.898 -0.272
C24 1.459 3.681 0.791
H1 -2.269 -3.840 2.446
H2 -2.419 -3.226 0.797
H3 -1.894 -2.151 2.097
H4 -0.335 -4.586 1.087
H5 0.466 -2.485 3.172
H6 1.491 -3.811 2.604
H7 0.016 -4.152 3.500
H8 2.596 -2.739 0.811
H9 2.153 -2.420 -2.203
H10 3.724 -2.459 -1.401
H11 2.602 -1.126 -1.085
H12 1.746 -4.816 -1.271
H13 1.841 -5.111 0.473
H14 3.299 -4.756 -0.447
H15 -0.698 -5.063 -1.108
H16 -2.201 -5.383 -3.038
H17 -3.015 -3.403 -4.284
H18 -2.271 -1.156 -3.688
H19 -0.009 -0.796 -4.323
H20 0.072 1.033 -5.951
H21 -0.322 3.369 -5.228
H22 -0.645 3.866 -2.847
H23 -2.562 3.377 -0.446
H24 -3.034 0.380 -0.038
H25 -3.172 1.230 -1.582
H26 -4.282 1.611 -0.264
H27 -2.285 1.589 2.016
H28 -3.451 2.892 1.805
H29 -1.735 3.271 1.975
H30 0.953 3.630 -1.261
H31 -1.014 4.973 0.663
H32 -1.170 4.964 -1.091
H33 0.195 5.772 -0.332
H34 1.004 3.709 1.780
H35 2.059 4.587 0.678
H36 2.129 2.826 0.740
Cl1 2.702 4.209 5.632
C25 2.276 2.965 4.514
C26 3.281 2.294 3.824
C27 2.938 1.292 2.939
C28 1.594 0.977 2.696
C29 1.238 -0.097 1.790
C30 0.606 1.660 3.415
C31 0.938 2.641 4.329
H37 4.315 2.553 3.999
H38 3.718 0.754 2.413
H39 0.154 -0.434 2.025
H40 1.955 -0.910 1.782
H41 -0.434 1.399 3.267
H42 0.176 3.157 4.896

Forces on atoms 1 to 2 (eV/Å):
Rh 0.100 -0.095 0.642
C -0.003 0.000 -0.007

Output
net charge: +1
energy relative to the best compared isomer or geometry (same formula, charge and spin): 0.0 kcal per mole
orbital gap (spin up / spin down): 0.203 / 0.204 hartree
highest occupied orbital energy (spin up / spin down): -10.16 / -10.14 eV

***

6.
The following is a DFT calculation (wB97M-V/def2-TZVPD) of a structure of composition C31H42F4OSiTa in a non-equilibrium geometry.

Geometry (Å):
C1 -1.824 -3.005 -3.109
O1 -2.529 -1.839 -3.457
C2 -1.942 -0.629 -3.028
C3 -2.968 0.495 -2.796
C4 -4.446 0.073 -2.941
Ta1 -5.297 -1.226 -1.242
Si1 -7.137 -2.107 -2.913
C5 -8.677 -0.973 -2.929
C6 -6.537 -2.399 -4.712
C7 -7.777 -3.822 -2.300
H1 -0.971 -2.809 -2.455
H2 -1.434 -3.492 -4.010
H3 -2.479 -3.704 -2.590
H4 -1.258 -0.302 -3.824
H5 -1.330 -0.735 -2.129
H6 -2.729 1.301 -3.496
H7 -2.845 0.904 -1.795
H8 -5.026 1.004 -2.922
H9 -4.610 -0.339 -3.937
H10 -6.321 0.186 -0.603
H11 -6.030 -2.197 0.164
H12 -4.339 -2.759 -1.651
H13 -3.841 -0.744 -0.152
H14 -9.423 -1.397 -3.606
H15 -8.438 0.050 -3.204
H16 -9.089 -0.993 -1.922
H17 -7.030 -1.682 -5.369
H18 -6.799 -3.411 -5.017
H19 -5.458 -2.314 -4.817
H20 -7.874 -4.485 -3.163
H21 -8.772 -3.710 -1.871
H22 -7.078 -4.268 -1.601
F1 0.746 1.357 -2.616
C8 1.590 0.557 -1.943
C9 2.699 0.051 -2.593
C10 3.570 -0.770 -1.890
C11 3.319 -1.080 -0.560
C12 2.194 -0.568 0.070
C13 1.322 0.262 -0.619
H23 2.870 0.300 -3.632
H24 4.449 -1.166 -2.383
H25 3.996 -1.720 -0.020
H26 1.995 -0.812 1.105
H27 0.443 0.678 -0.144
F2 2.254 1.866 2.890
C14 3.598 1.977 2.854
C15 4.256 1.732 1.667
C16 5.637 1.847 1.634
C17 6.338 2.197 2.781
C18 5.654 2.438 3.965
C19 4.271 2.333 4.006
H28 3.692 1.453 0.788
H29 6.167 1.660 0.709
H30 7.416 2.282 2.751
H31 6.197 2.708 4.860
H32 3.717 2.521 4.916
F3 -0.725 8.095 2.635
C20 -0.320 6.819 2.451
C21 0.345 6.175 3.475
C22 0.756 4.864 3.284
C23 0.508 4.220 2.080
C24 -0.161 4.890 1.063
C25 -0.584 6.199 1.247
H33 0.534 6.697 4.404
H34 1.272 4.341 4.078
H35 0.829 3.205 1.933
H36 -0.355 4.392 0.123
H37 -1.113 6.735 0.471
F4 4.400 -1.577 2.203
C26 5.240 -2.349 2.918
C27 6.376 -2.844 2.309
C28 7.241 -3.636 3.050
C29 6.957 -3.926 4.378
C30 5.807 -3.420 4.968
C31 4.940 -2.621 4.237
H38 6.576 -2.609 1.271
H39 8.138 -4.027 2.590
H40 7.632 -4.547 4.952
H41 5.582 -3.648 6.001
H42 4.041 -2.211 4.679

Forces on atoms 1 to 2 (eV/Å):
C 0.169 -0.189 -0.184
O -0.050 -0.074 0.480

Output
net charge: -1
energy relative to the best compared isomer or geometry (same formula, charge and spin): 17.9 kcal per mole
orbital gap: 0.215 hartree
highest occupied orbital energy: -4.01 eV

***

Number 1: E -5601.516739 a.u.. Number 2: E -1922.894883 a.u.. Number 3: E -5328.207709 a.u.. Number 4: E -4744.844725 a.u.. Number 5: E -2514.475052 a.u.. Number 6: E -2027.437462 a.u..